1.
This record from the OMol25 dataset describes a structure of composition C30H44KN5OS. The level of theory is ωB97M-V/def2-TZVPD.

```
82
C30H44KN5OS, DFT ωB97M-V/def2-TZVPD
K -0.5632 0.8387 -0.0582
C -2.3017 3.7268 -0.7071
C -0.9555 4.4524 -0.4949
N 0.0844 3.6096 0.0847
C 0.4280 3.8453 1.4882
C 0.4450 2.6006 2.3818
N -0.7630 1.7903 2.3089
C -2.0188 2.3829 2.7496
C -2.7001 3.2658 1.6849
N -2.5554 2.7453 0.3306
H -3.0857 4.4985 -0.7842
H -2.2855 3.1928 -1.6612
H -0.6215 4.8369 -1.4623
H -1.1126 5.3343 0.1364
H 0.9145 3.5954 -0.4853
H 1.4151 4.3156 1.5771
H -0.2773 4.5668 1.9032
H 1.2786 1.9642 2.0750
H 0.6624 2.9437 3.4074
H -0.6085 0.9199 2.8035
H -2.6892 1.5531 2.9754
H -1.9030 2.9656 3.6773
H -3.7554 3.3751 1.9655
H -2.2845 4.2725 1.7145
H -3.3469 2.1600 0.0923
C 8.4030 0.3601 0.5839
C 6.9753 0.6079 0.1880
C 5.9330 -0.0168 0.8545
C 4.6002 0.2050 0.5196
C 3.5394 -0.5349 1.2762
C 4.3251 1.0918 -0.5352
C 2.9425 1.3628 -0.9633
O 1.9312 1.0522 -0.3635
C 5.3701 1.7261 -1.2374
C 5.1291 2.6730 -2.3862
C 6.6776 1.4779 -0.8570
H 8.4825 -0.4718 1.2814
H 8.8287 1.2434 1.0638
H 9.0180 0.1366 -0.2884
H 6.1552 -0.7097 1.6573
H 4.0031 -1.2543 1.9501
H 2.8525 -1.0696 0.6206
H 2.9215 0.1432 1.8647
H 2.8467 1.8855 -1.9295
H 4.5028 3.5202 -2.1044
H 4.6508 2.1782 -3.2330
H 6.0798 3.0715 -2.7355
H 7.4848 1.9665 -1.3898
S -4.7305 0.3411 1.2980
C -5.3335 -1.1085 0.7250
N -4.9297 -2.2775 1.3055
C -5.3337 -3.5203 0.9460
C -6.2259 -3.6816 -0.0627
C -6.6813 -2.5150 -0.7229
C -6.2549 -1.2773 -0.3510
H -4.2311 -2.1701 2.0298
H -4.8912 -4.3330 1.5015
H -6.5452 -4.6688 -0.3542
H -7.3787 -2.6067 -1.5454
H -6.5963 -0.3836 -0.8509
C -3.1005 -3.2670 -3.5391
N -2.3484 -3.5733 -2.3452
C -3.2328 -3.6219 -1.1997
C -1.2722 -2.5977 -2.1511
C -0.4121 -2.8640 -0.9307
C 0.2957 -4.0667 -0.9251
C 1.1103 -4.3981 0.1461
C 1.2130 -3.4945 1.1958
C 0.5103 -2.2960 1.1456
C -0.3582 -1.9061 0.1006
H -3.8448 -4.0426 -3.7299
H -2.4331 -3.2169 -4.4001
H -3.6301 -2.2982 -3.4644
H -3.9866 -4.3985 -1.3520
H -3.7510 -2.6563 -1.0411
H -2.6652 -3.8446 -0.2973
H -1.6947 -1.5770 -2.0645
H -0.6622 -2.6244 -3.0612
H 0.1984 -4.7540 -1.7597
H 1.6561 -5.3341 0.1609
H 1.8457 -3.7295 2.0468
H 0.6409 -1.6344 2.0070
```

Its highest occupied orbital energy is -5.782 eV. As for the multiplicity: 1. The value obtained for the molar mass is 561.881 g/mol. The value obtained for the gap between HOMO and LUMO is 5.70 eV. The calculation puts the LUMO energy at -0.0032 hartree.

2.
This record from the OMol25 dataset describes the molecule C22H17N5OS in a non-equilibrium geometry. The level of theory is ωB97M-V/def2-TZVPD.

```
46
C22H17N5OS, DFT ωB97M-V/def2-TZVPD
S -2.1526 4.7033 -5.7201
N -0.6538 5.0474 -2.2698
N 2.3064 -0.3201 0.1794
N 0.3914 -1.7166 0.5920
N -0.4337 -0.7309 1.0035
O -0.9300 3.4119 -3.9136
C -1.2523 4.5967 -4.3613
C -0.4408 3.7971 -2.6381
C 1.7472 -1.3731 0.7020
C 4.5527 -4.2086 2.0216
C -3.7412 -2.2385 0.0738
C 3.4501 -4.5926 1.4194
C 4.7944 -2.8553 2.3415
C -4.6893 -1.3715 0.6102
C 1.3225 1.9212 0.1461
C 1.2004 0.5436 -1.7901
C -2.3200 -2.0068 0.0608
C 0.5605 2.8869 -0.5525
C 0.4533 1.4447 -2.5370
C 2.4341 -3.6606 1.0634
C 3.7926 -1.9875 2.0047
C -4.1633 -0.2503 1.2238
C 1.5546 0.7369 -0.4507
C -1.8204 -0.9681 0.8959
C 0.2315 2.6931 -1.8944
C 2.6401 -2.3544 1.2272
C -2.8244 -0.0956 1.4597
N -1.1382 5.5801 -3.4529
C -2.3855 1.1295 2.3584
H 5.2050 -4.9740 2.4967
H -4.2284 -3.0499 -0.4433
H 3.2652 -5.5710 1.1263
H 5.7355 -2.5422 2.8029
H -5.7540 -1.5797 0.5251
H 1.4517 1.8646 1.2072
H 1.4563 -0.4528 -2.1160
H -1.6647 -2.6774 -0.4756
H 0.1430 3.8112 -0.1423
H 0.0614 1.1722 -3.4926
H 1.6222 -4.0891 0.5543
H 3.7979 -0.9737 2.2959
H -4.9505 0.4048 1.6090
H -1.7368 6.4163 -3.5604
H -1.3612 1.0484 2.8391
H -3.1148 1.3263 3.1316
H -2.4138 2.1043 1.8395
```

Its highest occupied orbital energy is -8.120 eV. As for the multiplicity: 1. The structure (SMILES) is Cc1ccccc1/N=N/C(=N\c1ccc(-c2n[nH]c(=S)o2)cc1)c1ccccc1. The value obtained for the molar mass is 399.479 g/mol. The value obtained for the gap between HOMO and LUMO is 6.69 eV. For the energy relative to the best compared isomer or geometry (same formula, charge and spin), the calculation gives 46.78 kcal per mole. The calculation puts the LUMO energy at -0.0525 hartree.

3.
This record from the OMol25 dataset describes the molecule C4H9NO in a non-equilibrium geometry. The level of theory is ωB97M-V/def2-TZVPD.

```
15
C4H9NO, DFT ωB97M-V/def2-TZVPD
C 0.1706 1.2843 -1.1124
N 0.7226 0.6822 -0.0595
C 1.0854 -1.7441 0.9121
C 0.2481 -0.3686 0.8583
C -1.2481 -0.6370 0.6711
O -1.0165 1.2113 -1.5042
H 0.6599 2.0093 -1.7135
H 1.7860 0.7178 -0.1106
H 2.0710 -1.7937 0.3678
H 0.5346 -2.4646 0.3333
H 1.2450 -1.9627 1.9391
H 0.4218 -0.0795 1.9206
H -1.6763 0.0511 -0.1025
H -1.6222 -1.6924 0.2986
H -1.8824 -0.4586 1.5423
```

Its highest occupied orbital energy is -9.301 eV. As for the multiplicity: 1. The structure (SMILES) is CC(C)NC=O. The value obtained for the molar mass is 87.122 g/mol. The value obtained for the gap between HOMO and LUMO is 10.11 eV. For the energy relative to the best compared isomer or geometry (same formula, charge and spin), the calculation gives 44.98 kcal per mole. The calculation puts the LUMO energy at 0.0298 hartree.

4.
This record from the OMol25 dataset describes a structure of composition C66H62AsGeO2RhS4 in a non-equilibrium geometry. The level of theory is ωB97M-V/def2-TZVPD.

```
137
C66H62AsGeO2RhS4, DFT ωB97M-V/def2-TZVPD
Rh 0.4632 0.3155 0.8658
C 7.6848 3.6023 0.6449
C 6.2539 3.1700 0.5040
C 5.6684 2.3119 1.4286
C 4.3338 1.9451 1.3195
C 3.5956 2.4353 0.2573
C 4.1484 3.3004 -0.6872
C 5.4751 3.6548 -0.5521
S 1.8917 2.0512 0.0322
O 1.1769 3.2897 -0.3272
C 1.9493 0.8650 -1.3236
C 2.5631 -0.3588 -0.9625
C 2.6234 -1.3857 -1.8597
C 2.0777 -1.2343 -3.1539
C 2.1692 -2.2797 -4.1084
C 1.6284 -2.1329 -5.3496
C 0.9498 -0.9383 -5.6879
C 0.8484 0.0862 -4.7940
C 1.4315 -0.0207 -3.5019
C 1.3746 1.0513 -2.5574
C 0.6133 2.2760 -2.9405
C 1.1594 3.1998 -3.8719
C 2.5014 3.0960 -4.3301
C 3.0091 4.0222 -5.1910
C 2.2035 5.0927 -5.6490
C 0.9111 5.2097 -5.2335
C 0.3559 4.2680 -4.3313
C -0.9862 4.3766 -3.8854
C -1.4965 3.5052 -2.9729
C -0.6700 2.4622 -2.4914
S -1.2408 1.3758 -1.2073
O -1.9366 0.2388 -1.9531
C -2.5127 2.3513 -0.4563
C -2.1506 3.4885 0.2607
C -3.1478 4.2368 0.8538
C -4.4933 3.8689 0.7592
C -5.5557 4.6918 1.4299
C -4.8186 2.7311 0.0313
C -3.8350 1.9673 -0.5853
H 8.2408 2.9362 1.3018
H 7.7348 4.6073 1.0681
H 8.1832 3.6317 -0.3234
H 6.2562 1.9371 2.2572
H 3.8861 1.3067 2.0692
H 3.5461 3.6932 -1.4972
H 5.9208 4.3258 -1.2762
H 3.0405 -0.4575 -0.0021
H 3.1108 -2.3153 -1.5901
H 2.6777 -3.1944 -3.8302
H 1.7067 -2.9295 -6.0772
H 0.5098 -0.8353 -6.6710
H 0.3253 0.9893 -5.0760
H 3.1188 2.2729 -3.9920
H 4.0318 3.9394 -5.5341
H 2.6203 5.8174 -6.3354
H 0.2904 6.0241 -5.5850
H -1.6043 5.1756 -4.2751
H -2.5134 3.6095 -2.6237
H -1.1139 3.7860 0.3385
H -2.8780 5.1294 1.4050
H -5.4845 5.7370 1.1279
H -5.4389 4.6584 2.5142
H -6.5529 4.3319 1.1854
H -5.8562 2.4387 -0.0702
H -4.1168 1.1065 -1.1733
S -0.9198 1.3054 2.3750
C -1.9838 0.0391 2.8889
C -2.8152 0.2376 4.0085
C -3.6686 -0.7589 4.4120
C -3.6828 -1.9911 3.7362
C -2.8457 -2.2065 2.6700
C -1.9949 -1.1788 2.2248
S -0.9146 -1.4538 0.8933
H -2.7710 1.1822 4.5374
H -4.3175 -0.6029 5.2631
H -4.3456 -2.7791 4.0686
H -2.8251 -3.1671 2.1705
C 3.1211 2.1685 6.1311
C 3.3387 0.7983 6.2099
C 2.9152 -0.0317 5.1846
C 2.2772 0.5202 4.0761
C 2.0604 1.8885 3.9942
C 2.4864 2.7149 5.0257
As 1.6666 -0.7136 2.7275
C 3.1012 -1.9496 2.3676
C 4.3203 -1.7377 1.7364
C 5.1742 -2.8125 1.5351
C 4.7987 -4.0849 1.9503
C 3.5927 -4.2890 2.6017
C 2.7353 -3.2188 2.8302
C 1.4718 -3.2875 3.6064
C 1.0115 -4.4040 4.2915
C -0.1256 -4.3021 5.0815
C -0.7889 -3.0889 5.2181
C -0.3377 -1.9640 4.5402
C 0.7726 -2.0867 3.7231
H 3.4472 2.8113 6.9379
H 3.8350 0.3748 7.0727
H 3.0829 -1.1006 5.2520
H 1.5616 2.3215 3.1361
H 2.3160 3.7815 4.9680
H 4.6402 -0.7484 1.4340
H 6.1341 -2.6562 1.0615
H 5.4639 -4.9221 1.7861
H 3.3295 -5.2816 2.9421
H 1.5437 -5.3443 4.2350
H -0.4802 -5.1721 5.6177
H -1.6563 -3.0139 5.8602
H -0.8369 -1.0141 4.6751
C -1.9427 -5.6462 -3.7469
C -0.9589 -4.7695 -2.9800
C -1.6364 -3.6115 -2.2446
C -2.0785 -2.4899 -3.1914
Ge -3.1960 -1.1444 -2.3822
C -4.1900 -1.6241 -0.8060
C -5.6057 -2.0816 -1.1816
C -6.3919 -2.5735 0.0297
C -7.7993 -3.0266 -0.3329
H -1.4284 -6.4225 -4.3127
H -2.5347 -5.0697 -4.4605
H -2.6356 -6.1407 -3.0637
H -0.2093 -4.3663 -3.6634
H -0.4187 -5.3826 -2.2542
H -0.9647 -3.2020 -1.4878
H -2.5005 -4.0084 -1.7008
H -2.6580 -2.8942 -4.0265
H -1.2162 -1.9778 -3.6279
H -4.0241 -0.3155 -3.3711
H -4.2242 -0.7774 -0.1161
H -3.6476 -2.4212 -0.2981
H -5.5641 -2.8860 -1.9258
H -6.1508 -1.2579 -1.6537
H -6.4341 -1.7708 0.7729
H -5.8428 -3.3975 0.4969
H -8.3684 -2.2155 -0.7907
H -8.3501 -3.3607 0.5457
H -7.7744 -3.8556 -1.0424
```

Its highest occupied orbital energy (spin up / spin down) is -12.156 / -12.157 eV. As for the total charge: +2. As for the multiplicity: 1. The value obtained for the molar mass is 1265.926 g/mol. The value obtained for the gap between HOMO and LUMO (spin up / spin down) is 6.12 / 6.12 eV. The calculation puts the LUMO energy (spin up / spin down) at -0.2219 / -0.2218 hartree.

> What is the multiplicity in the third record?

1

> What is the formula in the fourth record?

C66H62AsGeO2RhS4

> multiplicity of number 2 (C22H17N5OS)?

1